Record 1
Below is C20H20B2F4N7O6Ti as an isolated structure in a non-equilibrium geometry, with properties calculated with wB97M-V/def2-TZVPD.

CARTESIAN COORDINATES (ANGSTROEM)
Ti -0.1084 -0.0196 -0.3022
C 0.2960 -3.0654 2.8673
C -0.1070 -2.0051 1.9183
N 0.6503 -1.4924 1.0164
O 1.8994 -1.9985 0.8889
B 2.9951 -0.9755 1.0632
F 2.8245 -0.3732 2.3038
F 4.1699 -1.6100 0.8543
O 2.8870 0.1100 -0.0087
N 1.7362 0.8147 0.1516
C 1.8216 1.9170 0.8069
C 3.1097 2.5054 1.2399
C 0.4951 2.5651 1.0319
N -0.4733 1.8370 0.6181
O -1.7087 2.3655 0.5981
B -2.7173 1.5922 1.4450
F -3.9202 2.1609 1.2294
F -2.2472 1.5778 2.7445
O -2.7762 0.1666 0.9380
N -1.5879 -0.4460 1.1089
C -1.4847 -1.4209 1.9257
C -2.5907 -1.9633 2.7456
C 0.3452 3.9063 1.6409
H 1.3473 -3.3044 2.7542
H -0.3096 -3.9587 2.6932
H 0.0959 -2.7336 3.8876
H 3.5430 1.8860 2.0272
H 2.9850 3.5213 1.6023
H 3.8090 2.4819 0.4033
H -3.3937 -1.2374 2.8265
H -2.2364 -2.2468 3.7351
H -2.9774 -2.8601 2.2520
H 0.7407 4.6702 0.9659
H 0.9226 3.9560 2.5649
H -0.6996 4.1131 1.8465
O -3.5281 -0.4871 -2.3493
C -2.4395 -0.1613 -1.9767
N -1.4334 -0.9418 -1.4333
C -1.3299 -2.3358 -1.4158
O -2.1975 -3.1318 -1.1981
C 0.1044 -2.6748 -1.7213
C 0.5038 -3.9485 -2.0462
C 1.8300 -4.1435 -2.4168
C 2.6815 -3.0561 -2.4453
C 2.2052 -1.8115 -2.0578
N 0.9384 -1.6158 -1.6996
C -1.8708 1.2250 -2.2039
C -2.6584 2.2455 -2.6913
C -2.0505 3.4549 -2.9813
C -0.6809 3.5884 -2.7821
C 0.0265 2.5307 -2.2496
N -0.5540 1.3601 -1.9564
H -0.2222 -4.7495 -2.0261
H 2.1854 -5.1279 -2.6894
H 3.7154 -3.1578 -2.7411
H 2.8591 -0.9542 -2.0207
H -3.7131 2.0618 -2.8405
H -2.6295 4.2838 -3.3650
H -0.1661 4.5068 -3.0258
H 1.0889 2.6039 -2.0508

## Properties
Orbital gap = 7.45 eV
Charge = +1
Energy relative to the best compared isomer or geometry (same formula, charge and spin) = 0.000 eV
Max |F| = 1.9 eV/A
Electronic energy = -2907.63674 Eh

=====

Record 2
Below is C20H20BrHgN2O6S as an isolated structure in a non-equilibrium geometry, with properties calculated with wB97M-V/def2-TZVPD.

CARTESIAN COORDINATES (ANGSTROEM)
Hg 0.0605 -0.1684 -0.8467
Br 0.7728 3.2564 0.6296
C -0.9752 3.9657 0.2728
C -1.0942 5.3286 0.2124
C -2.3518 5.9037 -0.0085
C -3.4568 5.1078 -0.1074
C -3.3498 3.7040 -0.0268
C -4.4839 2.8761 -0.0855
C -4.3562 1.5110 -0.0317
C -3.0872 0.9212 0.0507
C -1.9318 1.6729 0.1420
C -2.0655 3.0848 0.1227
H -0.2308 5.9631 0.3486
H -2.4421 6.9793 -0.0829
H -4.4374 5.5461 -0.2528
H -5.4545 3.3513 -0.1836
H -5.2364 0.8756 -0.0722
H -3.0263 -0.1602 0.0544
O -1.6381 -6.8696 -0.4909
C -1.2532 -5.7399 -0.1724
C 0.1565 -5.2882 -0.0888
O 1.1608 -6.0024 0.0286
C 0.1292 -3.8198 -0.0870
C -1.2331 -3.3965 0.2069
O -1.5615 -2.2145 0.4679
C -2.1154 -4.5683 0.1361
O -3.3374 -4.5777 0.3262
O 1.0974 -3.0476 -0.2686
C 1.3127 -3.6506 2.8001
C 2.0806 -2.3612 3.0462
N 2.5114 -1.7490 1.8062
C 2.8122 -0.4655 1.6064
S 3.2906 0.0515 0.0843
N 2.8403 0.4884 2.5728
C 3.0769 0.4271 3.9931
C 1.8726 0.9045 4.8051
H 1.1240 -4.1536 3.7474
H 1.8664 -4.3268 2.1527
H 0.3582 -3.4293 2.3329
H 2.9718 -2.5952 3.6529
H 1.4353 -1.6668 3.5933
H 2.2311 -2.2493 0.9536
H 2.8532 1.4172 2.1738
H 3.9404 1.0699 4.2241
H 3.3380 -0.5919 4.2728
H 1.6335 1.9326 4.5440
H 2.0958 0.8524 5.8709
H 1.0029 0.2907 4.5829
O -0.7972 -0.3575 2.5131
H -1.0934 -1.0551 1.9045
H -0.9832 0.4551 2.0241

## Properties
Orbital gap (spin up / spin down) = 4.94 / 4.47 eV
Charge = -2
2S+1 = 2
Energy relative to the best compared isomer or geometry (same formula, charge and spin) = 1.098 eV
Max |F| = 1.2 eV/A
Electronic energy = -4460.71302 Eh
Expectation value of S² = 0.77

=====

Record 3
Below is C20H20Cl3F4IrN2O5S2 as an isolated structure, with properties calculated with wB97M-V/def2-TZVPD.

CARTESIAN COORDINATES (ANGSTROEM)
Ir 0.7147 0.8737 0.4119
C -1.3541 1.8414 -2.6185
C -2.0397 2.4799 -1.4155
N -1.7481 2.0197 -0.0336
C -2.0279 3.1765 0.8439
C -2.2346 2.8540 2.3143
C -2.5555 0.8709 0.3787
C -2.2540 -0.4284 -0.3354
N -0.8620 -0.8259 -0.1532
C -0.6002 -2.1255 -0.4151
C 0.5944 -2.7489 0.0452
F 1.4814 -2.0213 0.7376
C 0.8950 -4.0707 -0.1706
F 2.0528 -4.5538 0.3335
C 0.0600 -4.9302 -0.8678
C -1.0954 -4.3584 -1.3465
F -1.9577 -5.1166 -2.0765
C -1.4187 -3.0307 -1.1483
F -2.5498 -2.6067 -1.7894
H -1.6745 2.3827 -3.5128
H -1.5868 0.7947 -2.7649
H -0.2766 1.9343 -2.5509
H -3.1358 2.4284 -1.5518
H -1.7767 3.5388 -1.4339
H -2.9380 3.6801 0.4715
H -1.1929 3.8657 0.7313
H -3.1714 2.3226 2.4915
H -2.2791 3.7985 2.8590
H -1.4070 2.2741 2.7222
H -3.6331 1.1023 0.2727
H -2.3566 0.6996 1.4342
H -2.5654 -0.3620 -1.3761
H -2.9193 -1.1764 0.1193
H 0.3054 -5.9665 -1.0327
Cl 1.6256 -0.7841 -2.4199
C 3.3575 -0.4146 -2.3168
Cl 4.2545 -1.7943 -3.0190
Cl 3.6876 1.0407 -3.2937
C 3.8414 -0.1381 -0.8222
O 5.0544 -0.1797 -0.6969
O 2.9409 0.1242 -0.0112
C 0.6403 -0.7541 5.1005
C 1.7434 -0.1183 4.5401
C 1.7260 0.2820 3.2117
C 0.6089 0.0460 2.4024
C -0.4760 -0.6150 2.9703
C -0.4678 -1.0078 4.3078
H 0.6468 -1.0482 6.1448
H 2.6202 0.0804 5.1469
H 2.5853 0.7944 2.7965
H -1.3255 -0.8850 2.3565
H -1.3275 -1.5258 4.7222
O 1.8978 4.9601 1.4362
S 1.9833 3.5128 1.3572
O 3.2701 2.9555 1.7026
O 0.8598 2.8335 2.0510
S 1.5137 2.9239 -0.5945

## Properties
Orbital gap (spin up / spin down) = 6.44 / 6.40 eV
Charge = -2
2S+1 = 5
Max |F| = 0.7 eV/A
Electronic energy = -3940.52771 Eh
Expectation value of S² = 6.01

=====

Here are the calculated molar mass numbers, same order: 599.9, 696.9, 807.1 (g/mol).